Here is a molecular structure, C42H56Br4CdN3O7 at a distorted geometry from the Open Molecules 2025 dataset. Energies are from the ωB97M-V functional and the def2-TZVPD basis.

Element x y z (Å)
Cd 0.5538 0.0950 0.3239
C -4.6661 -0.4849 -0.0581
N -3.8806 -0.9727 -1.1784
C -4.6391 -1.5390 -2.2728
C -2.5352 -0.7774 -1.1632
O -1.9892 -0.1081 -0.3056
C -1.6681 -1.4266 -2.2491
O -0.4326 -1.8011 -1.7149
C -0.5409 -3.0147 -0.9883
C 0.7368 -3.2101 -0.1875
O 1.4713 -2.2652 0.0403
N 1.0057 -4.4596 0.2633
C 0.1991 -5.6381 0.0337
C 2.1974 -4.6686 1.0655
H -5.3555 -1.2675 0.2650
H -5.2411 0.4035 -0.3364
H -3.9948 -0.2301 0.7563
H -5.1065 -2.4830 -1.9776
H -4.0158 -1.7082 -3.1443
H -5.4322 -0.8443 -2.5622
H -1.4673 -0.6661 -3.0093
H -2.1454 -2.2948 -2.7137
H -0.7094 -3.8326 -1.6999
H -1.3569 -2.9799 -0.2573
H -0.7579 -5.3902 -0.4123
H -0.0068 -6.1285 0.9851
H 0.7284 -6.3460 -0.6149
H 2.5846 -3.7044 1.3802
H 2.9644 -5.1939 0.4874
H 1.9441 -5.2620 1.9453
C -3.8923 5.3898 -2.4540
C -3.0290 5.9084 -1.2934
C -3.9109 6.7808 -0.3954
C -1.9039 6.7907 -1.8531
C -2.4326 4.7134 -0.5431
C -1.5723 3.8795 -1.1788
C -0.9853 2.7568 -0.5176
N -0.1677 1.8728 -1.0630
C 0.1351 1.6595 -2.3420
C -0.6403 2.0673 -3.4675
C -0.2191 1.8246 -4.7344
C 1.0243 1.1330 -4.9093
C 1.7959 0.6414 -3.9027
C 1.3650 0.8730 -2.5228
O 2.0167 0.4985 -1.5277
C 3.0572 -0.1729 -4.1827
C 2.8721 -1.5897 -3.6231
C 4.2702 0.4926 -3.5141
C 3.3469 -0.2915 -5.6811
C -1.0032 2.2388 -5.9752
C -0.1315 3.1684 -6.8335
C -2.2846 2.9934 -5.6187
C -1.3855 0.9961 -6.7932
C -1.2162 2.5663 0.9269
O -0.6033 1.7004 1.5624
C -2.2081 3.4332 1.5608
C -2.7666 4.4295 0.8251
C -2.5494 3.2020 3.0311
C -3.0680 1.7657 3.2224
C -3.6398 4.1569 3.5223
C -1.2951 3.4278 3.8911
H -4.3505 6.2221 -2.9957
H -4.6864 4.7433 -2.0747
H -3.2944 4.8097 -3.1583
H -4.2678 7.6417 -0.9642
H -3.3538 7.1538 0.4660
H -4.7836 6.2318 -0.0364
H -2.3256 7.6573 -2.3692
H -1.2801 6.2455 -2.5620
H -1.2611 7.1471 -1.0462
H -1.2607 4.0977 -2.1895
H -1.6128 2.4970 -3.2829
H 1.3425 0.9562 -5.9275
H 2.7019 -1.5641 -2.5512
H 3.7654 -2.1884 -3.8251
H 2.0143 -2.0755 -4.0967
H 4.1375 0.5325 -2.4354
H 4.4041 1.5106 -3.8895
H 5.1749 -0.0786 -3.7375
H 2.5444 -0.8158 -6.2057
H 4.2636 -0.8689 -5.8143
H 3.4954 0.6856 -6.1483
H 0.1592 4.0497 -6.2586
H -0.6847 3.4979 -7.7170
H 0.7791 2.6724 -7.1710
H -2.0572 3.9224 -5.0914
H -2.9452 2.3904 -4.9924
H -2.8272 3.2469 -6.5317
H -0.5029 0.4594 -7.1440
H -1.9772 1.2824 -7.6668
H -1.9778 0.3091 -6.1850
H -3.4855 5.0741 1.3075
H -3.9928 1.6264 2.6550
H -3.2832 1.5853 4.2782
H -2.3362 1.0326 2.8884
H -4.5617 4.0430 2.9465
H -3.3192 5.2003 3.4713
H -3.8651 3.9292 4.5656
H -0.5003 2.7406 3.6102
H -1.5342 3.2683 4.9455
H -0.9320 4.4516 3.7708
Br 0.3811 -4.4554 5.7943
C 0.8625 -3.0488 4.6166
C 1.9462 -2.2360 4.8857
Br 2.9422 -2.4603 6.4834
C 2.2821 -1.2182 3.9793
Br 3.7753 -0.0860 4.2851
C 1.5663 -0.9626 2.8052
O 1.9030 -0.0287 1.9761
C 0.3950 -1.7889 2.5469
O -0.3408 -1.5739 1.4970
C 0.1194 -2.8172 3.4485
Br -1.3961 -3.8876 3.0211

For the lowest unoccupied orbital energy (spin up / spin down), the calculation gives 0.78 / 0.78 eV. As for the total charge: -1. The value obtained for the max |F| is 0.0267 Eh/bohr. As for the total energy: -12788.8967 Ha. As for the energy relative to the best compared isomer or geometry (same formula, charge and spin): 22.25 kJ/mol.

Mulliken atomic charge list, values in e, 99 entries:
1. Cd 2.9994
2. C -1.0121
3. N 0.3975
4. C -1.1607
5. C 0.3831
6. O -0.1568
7. C -1.1295
8. O 0.1248
9. C -1.2038
10. C 0.3376
11. O -0.7318
12. N 0.4870
13. C -1.0704
14. C -1.0235
15. H 0.4058
16. H 0.3097
17. H 0.1397
18. H 0.2889
19. H 0.3786
20. H 0.3630
21. H 0.0263
22. H 0.5821
23. H 0.7004
24. H 0.4134
25. H 0.3293
26. H 0.3339
27. H 0.3199
28. H 0.2659
29. H 0.2794
30. H 0.3679
31. C -1.3304
32. C 2.2222
33. C -2.3884
34. C -1.6678
35. C -0.9018
36. C -0.5071
37. C -0.4580
38. N -0.4566
39. C -0.0135
40. C -1.0323
41. C 0.2690
42. C -0.6214
43. C 0.2685
44. C 0.8191
45. O -0.8760
46. C 2.3697
47. C -1.5893
48. C -1.7611
49. C -2.3275
50. C 1.9313
51. C -1.7988
52. C -1.9353
53. C -1.6679
54. C 0.4864
55. O -1.3104
56. C -0.5829
57. C 0.1879
58. C 2.4477
59. C -1.5369
60. C -2.3610
61. C -1.7327
62. H 0.4913
63. H 0.3059
64. H 0.0740
65. H 0.4600
66. H 0.4549
67. H 0.3874
68. H 0.4575
69. H 0.2932
70. H 0.3533
71. H 1.1252
72. H 0.6295
73. H 0.3077
74. H 0.2752
75. H 0.4886
76. H 0.2889
77. H 0.3212
78. H 0.3436
79. H 0.4762
80. H 0.3784
81. H 0.4534
82. H 0.4141
83. H 0.3589
84. H 0.4885
85. H 0.2966
86. H 0.2308
87. H 0.3668
88. H 0.5404
89. H 0.3158
90. H 0.4440
91. H 0.2883
92. H 0.5948
93. H 0.2293
94. H 0.5021
95. H 0.2431
96. H 0.4012
97. H 0.4043
98. H 0.4485
99. H 0.3100


Here is 12 unconnected molecules or ions with the total composition C3H31NO11S at a distorted geometry from the Open Molecules 2025 dataset. Energies are from the ωB97M-V functional and the def2-TZVPD basis.

Element x y z (Å)
C -0.1234 -1.2792 -1.4010
C 0.0141 -0.0094 -0.5371
N 1.1111 0.8226 -0.9670
C 0.1369 -0.5136 0.9095
S -0.5055 0.6685 2.1558
H -0.8698 -1.9519 -0.9847
H -0.4430 -1.1389 -2.4359
H 0.8498 -1.7667 -1.4751
H -0.9636 0.4718 -0.5655
H 0.8778 1.2845 -1.8324
H 1.9586 0.2747 -1.0441
H 1.1899 -0.6189 1.1446
H -0.4296 -1.4261 1.0445
H -0.3647 1.7739 1.4102
O 2.5942 -2.7227 2.4319
H 2.7136 -1.9355 2.9859
H 1.7748 -2.5518 1.9449
O 3.6874 1.4720 0.5731
H 2.7867 1.5478 0.2329
H 3.9138 0.5380 0.4643
O -0.6309 2.7948 -2.8732
H -1.3630 2.3081 -2.4959
H -0.5408 2.5211 -3.7854
O -3.4016 2.0420 -0.5749
H -3.7137 2.0887 0.3357
H -2.5599 2.5362 -0.6203
O -1.0030 3.3162 -0.2215
H -0.8676 4.2196 -0.5458
H -0.2168 2.9341 -0.6106
O -1.9341 0.5784 -3.6441
H -1.3973 -0.0011 -4.1970
H -2.7283 0.1151 -3.3518
O 3.6662 -1.2961 0.3747
H 4.2390 -2.0036 0.0623
H 3.3018 -1.6360 1.2247
O -2.8501 -2.1716 0.2894
H -3.3264 -1.4559 -0.1574
H -3.0151 -2.9475 -0.2483
O 2.8798 -0.0207 2.9942
H 3.7777 -0.1312 2.6687
H 2.5401 0.8258 2.6671
O -3.5719 -0.2856 -1.7800
H -4.4196 0.1729 -1.8492
H -3.1511 0.5318 -1.4282
O 0.5888 -3.7713 0.9685
H 0.4757 -4.4923 0.3445
H 0.7575 -4.1205 1.8454

For the lowest unoccupied orbital energy, the calculation gives 0.29 eV. The value obtained for the max |F| is 0.0439 Eh/bohr. As for the total energy: -1413.4851 Ha. As for the energy relative to the best compared isomer or geometry (same formula, charge and spin): 0.00 kJ/mol.

Quick look at the Mulliken charges, all values in e:
1. C -1.4234
2. C 1.1772
3. N -0.4029
4. C 0.5285
5. S -0.2441
6. H 0.2650
7. H 0.0580
8. H 0.4679
9. H -0.3240
10. H 0.0770
11. H 0.4221
12. H -0.8166
13. H 0.4227
14. H 0.1108
15. O -0.7759
16. H 0.4840
17. H 0.4237
18. O -0.7274
19. H 0.3246
20. H 0.3644
21. O -0.6534
22. H 0.3237
23. H 0.2951
24. O -0.6948
25. H 0.3061
26. H 0.2937
27. O -0.6120
28. H 0.3248
29. H 0.2530
30. O -0.5883
31. H 0.2677
32. H 0.3502
33. O -0.6553
34. H 0.2525
35. H 0.2495
36. O -0.6373
37. H 0.3375
38. H 0.2776
39. O -0.6678
40. H 0.3388
41. H 0.3006
42. O -0.7789
43. H 0.3015
44. H 0.4597
45. O -0.5704
46. H 0.2368
47. H 0.2777


Q: energy relative to the best compared isomer or geometry (same formula, charge and spin) of number 2 (C3H31NO11S)?
A: 0.00 kJ/mol


Q: The lowest max |F| belongs to which entry?
A: C42H56Br4CdN3O7


Repeat the second record exactly.
Here is 12 unconnected molecules or ions with the total composition C3H31NO11S at a distorted geometry from the Open Molecules 2025 dataset. Energies are from the ωB97M-V functional and the def2-TZVPD basis.

Element x y z (Å)
C -0.1234 -1.2792 -1.4010
C 0.0141 -0.0094 -0.5371
N 1.1111 0.8226 -0.9670
C 0.1369 -0.5136 0.9095
S -0.5055 0.6685 2.1558
H -0.8698 -1.9519 -0.9847
H -0.4430 -1.1389 -2.4359
H 0.8498 -1.7667 -1.4751
H -0.9636 0.4718 -0.5655
H 0.8778 1.2845 -1.8324
H 1.9586 0.2747 -1.0441
H 1.1899 -0.6189 1.1446
H -0.4296 -1.4261 1.0445
H -0.3647 1.7739 1.4102
O 2.5942 -2.7227 2.4319
H 2.7136 -1.9355 2.9859
H 1.7748 -2.5518 1.9449
O 3.6874 1.4720 0.5731
H 2.7867 1.5478 0.2329
H 3.9138 0.5380 0.4643
O -0.6309 2.7948 -2.8732
H -1.3630 2.3081 -2.4959
H -0.5408 2.5211 -3.7854
O -3.4016 2.0420 -0.5749
H -3.7137 2.0887 0.3357
H -2.5599 2.5362 -0.6203
O -1.0030 3.3162 -0.2215
H -0.8676 4.2196 -0.5458
H -0.2168 2.9341 -0.6106
O -1.9341 0.5784 -3.6441
H -1.3973 -0.0011 -4.1970
H -2.7283 0.1151 -3.3518
O 3.6662 -1.2961 0.3747
H 4.2390 -2.0036 0.0623
H 3.3018 -1.6360 1.2247
O -2.8501 -2.1716 0.2894
H -3.3264 -1.4559 -0.1574
H -3.0151 -2.9475 -0.2483
O 2.8798 -0.0207 2.9942
H 3.7777 -0.1312 2.6687
H 2.5401 0.8258 2.6671
O -3.5719 -0.2856 -1.7800
H -4.4196 0.1729 -1.8492
H -3.1511 0.5318 -1.4282
O 0.5888 -3.7713 0.9685
H 0.4757 -4.4923 0.3445
H 0.7575 -4.1205 1.8454

For the lowest unoccupied orbital energy, the calculation gives 0.29 eV. The value obtained for the max |F| is 0.0439 Eh/bohr. As for the total energy: -1413.4851 Ha. As for the energy relative to the best compared isomer or geometry (same formula, charge and spin): 0.00 kJ/mol.

Quick look at the Mulliken charges, all values in e:
1. C -1.4234
2. C 1.1772
3. N -0.4029
4. C 0.5285
5. S -0.2441
6. H 0.2650
7. H 0.0580
8. H 0.4679
9. H -0.3240
10. H 0.0770
11. H 0.4221
12. H -0.8166
13. H 0.4227
14. H 0.1108
15. O -0.7759
16. H 0.4840
17. H 0.4237
18. O -0.7274
19. H 0.3246
20. H 0.3644
21. O -0.6534
22. H 0.3237
23. H 0.2951
24. O -0.6948
25. H 0.3061
26. H 0.2937
27. O -0.6120
28. H 0.3248
29. H 0.2530
30. O -0.5883
31. H 0.2677
32. H 0.3502
33. O -0.6553
34. H 0.2525
35. H 0.2495
36. O -0.6373
37. H 0.3375
38. H 0.2776
39. O -0.6678
40. H 0.3388
41. H 0.3006
42. O -0.7789
43. H 0.3015
44. H 0.4597
45. O -0.5704
46. H 0.2368
47. H 0.2777